[1]
Entry from OMol25: a structure of composition C31H70Mn2N10O13 in a non-equilibrium geometry (ωB97M-V/def2-TZVPD).

Structure (XYZ):
```
126
C31H70Mn2N10O13 | OMol25 | ωB97M-V/def2-TZVPD
Mn -0.863 0.191 -0.884
Mn 0.409 -3.518 1.044
C 1.149 -1.529 -0.270
O -0.063 -1.817 -0.052
O 1.385 -0.440 -0.775
O 1.986 -2.431 0.062
C -0.168 -2.063 3.988
O 0.018 -2.897 3.086
N 0.669 -1.019 4.108
C 0.682 -0.101 5.262
C 1.819 -0.827 3.303
H -1.167 -2.149 4.547
H 1.511 -0.317 5.911
H -0.212 -0.156 5.862
H 0.832 0.903 4.865
H 1.819 0.167 2.927
H 2.681 -1.011 3.905
H 1.881 -1.483 2.459
C 3.174 -4.556 1.931
O 1.958 -4.729 2.049
N 4.050 -5.408 2.337
C 5.469 -5.215 2.246
C 3.488 -6.720 2.633
H 3.544 -3.627 1.536
H 5.936 -5.815 1.458
H 6.008 -5.515 3.182
H 5.633 -4.123 2.008
H 3.056 -7.162 1.729
H 4.189 -7.376 3.135
H 2.770 -6.484 3.443
C -6.005 5.180 1.053
O -4.914 4.723 0.685
N -6.633 6.325 0.599
C -5.764 7.289 -0.166
C -7.870 6.821 1.212
H -6.758 4.568 1.688
H -6.249 7.658 -1.033
H -4.946 6.646 -0.527
H -5.383 8.104 0.488
H -7.738 6.678 2.272
H -8.084 7.850 1.037
H -8.728 6.239 0.843
C 0.116 2.388 -2.566
O -0.599 2.203 -1.582
N 0.194 3.592 -3.130
C 1.020 3.897 -4.264
C -0.638 4.658 -2.657
H 0.876 1.734 -3.088
H 0.525 4.360 -5.124
H 1.589 3.092 -4.611
H 1.836 4.513 -4.006
H -1.470 5.017 -3.286
H -1.063 4.221 -1.735
H -0.016 5.478 -2.425
C 0.064 -1.350 -3.392
O -0.716 -0.451 -3.040
N 0.428 -1.532 -4.660
C 1.152 -2.766 -5.009
C -0.027 -0.708 -5.725
H 0.306 -2.164 -2.755
H 1.052 -2.777 -6.078
H 0.732 -3.706 -4.525
H 2.171 -2.535 -4.800
H 0.810 -0.334 -6.365
H -0.662 -1.265 -6.423
H -0.506 0.140 -5.298
C -4.116 0.255 -1.548
O -2.990 0.608 -1.159
N -5.209 0.982 -1.489
C -6.532 0.454 -1.787
C -5.224 2.238 -0.731
H -4.193 -0.832 -1.848
H -7.097 0.250 -0.871
H -6.453 -0.459 -2.388
H -7.085 1.224 -2.328
H -6.223 2.662 -0.715
H -4.894 2.037 0.273
H -4.588 2.993 -1.114
C 3.566 2.575 1.608
O 3.706 3.681 2.045
N 4.193 1.426 2.106
C 5.263 1.601 3.041
C 4.181 0.176 1.305
H 2.867 2.246 0.792
H 5.497 0.596 3.571
H 4.931 2.353 3.761
H 6.223 1.992 2.591
H 5.122 0.173 0.749
H 4.279 -0.671 2.041
H 3.199 0.113 0.727
C -1.505 2.154 1.150
O -1.023 1.004 1.172
N -1.301 3.135 2.021
C -2.254 4.253 1.964
C -0.362 2.985 3.204
H -2.230 2.434 0.371
H -2.868 4.211 2.861
H -2.831 4.233 1.072
H -1.704 5.186 2.040
H -0.638 3.765 3.930
H -0.539 1.991 3.629
H 0.655 3.000 2.867
C 3.513 0.838 -3.134
O 2.740 1.261 -3.995
N 4.776 0.361 -3.417
C 5.628 -0.174 -2.380
C 5.162 0.130 -4.783
H 3.165 0.720 -2.073
H 5.251 -0.020 -1.416
H 6.584 0.329 -2.327
H 5.870 -1.186 -2.570
H 4.311 -0.118 -5.346
H 5.691 0.842 -5.374
H 5.806 -0.716 -4.920
C -0.875 -6.092 1.545
O -0.837 -5.136 0.722
N -1.868 -6.936 1.620
C -1.635 -8.062 2.543
C -2.832 -7.058 0.492
H -0.033 -6.250 2.282
H -1.234 -8.893 2.006
H -2.547 -8.239 3.107
H -0.849 -7.898 3.237
H -3.202 -6.062 0.230
H -2.381 -7.576 -0.357
H -3.772 -7.647 0.758
```

Results
2S+1: 11
max |F|: 0.082 hartree/bohr
E_LUMO (alpha / beta): -3.3721 / -3.4007 eV
total charge: +2
orbital gap (alpha / beta): 8.77 / 9.19 eV

***

[2]
Entry from OMol25: a cluster of 6 separate species, C31H70N3O6S5 in total (ωB97M-V/def2-TZVPD).

Structure (XYZ):
```
115
C31H70N3O6S5 | OMol25 | ωB97M-V/def2-TZVPD
C 1.893 -2.414 -2.503
C 1.466 -2.981 -3.857
C 0.353 -2.220 -4.617
C -0.433 -1.153 -3.846
C 0.180 0.234 -3.980
C -0.649 1.349 -3.332
C -1.065 1.123 -1.876
C 0.050 0.820 -0.874
C 0.846 2.049 -0.407
C 2.004 2.498 -1.304
C 3.163 1.494 -1.430
C 3.442 0.710 -0.153
C 4.616 -0.252 -0.349
C 5.028 -0.957 0.945
N 3.940 -1.861 1.383
C 3.839 -3.074 0.889
C 2.770 -3.883 1.251
C 1.853 -3.360 2.128
C 2.062 -2.063 2.626
C 1.115 -1.394 3.575
C 0.110 -2.277 4.272
O -0.844 -2.775 3.339
C 0.715 -3.412 5.133
N 2.121 -3.162 5.499
N 3.091 -1.330 2.254
H 2.796 -2.937 -2.180
H 2.143 -1.355 -2.561
H 1.125 -2.540 -1.739
H 2.361 -3.025 -4.480
H 1.169 -4.019 -3.698
H -0.340 -2.968 -4.997
H 0.804 -1.738 -5.483
H -1.411 -1.093 -4.330
H -0.624 -1.435 -2.809
H 1.213 0.286 -3.625
H 0.210 0.450 -5.049
H -0.123 2.297 -3.457
H -1.567 1.435 -3.922
H -1.612 2.005 -1.536
H -1.778 0.296 -1.864
H -0.425 0.391 0.014
H 0.730 0.051 -1.249
H 0.147 2.887 -0.329
H 1.228 1.900 0.605
H 2.399 3.426 -0.888
H 1.620 2.731 -2.296
H 4.062 2.071 -1.665
H 3.003 0.827 -2.279
H 2.562 0.113 0.088
H 3.676 1.396 0.663
H 4.314 -1.034 -1.052
H 5.479 0.248 -0.788
H 5.190 -0.263 1.762
H 5.910 -1.574 0.786
H 4.598 -3.403 0.196
H 2.690 -4.867 0.817
H 0.984 -3.923 2.431
H 0.575 -0.653 2.979
H 1.700 -0.857 4.317
H -0.427 -1.624 4.965
H -1.573 -3.118 3.872
H 0.098 -3.513 6.025
H 0.586 -4.346 4.579
H 2.696 -3.892 5.095
H 2.206 -3.320 6.497
C 6.282 4.836 2.710
S 5.932 4.080 1.120
O 4.456 3.938 1.007
C 6.570 2.456 1.560
H 5.926 5.863 2.671
H 5.759 4.292 3.495
H 7.358 4.827 2.884
H 6.030 2.081 2.431
H 7.636 2.528 1.772
H 6.411 1.800 0.706
C -1.121 -1.235 8.169
S 0.505 -0.647 7.688
O 1.484 -1.234 8.639
C 0.237 1.063 8.168
H -1.159 -2.307 7.990
H -1.274 -1.031 9.229
H -1.883 -0.748 7.562
H -0.021 1.105 9.226
H -0.562 1.487 7.559
H 1.161 1.608 7.991
C -4.031 0.218 -7.437
S -2.324 0.668 -7.722
O -1.484 -0.141 -6.791
C -2.454 2.312 -7.015
H -4.170 -0.808 -7.771
H -4.256 0.299 -6.373
H -4.674 0.886 -8.005
H -2.786 2.234 -5.979
H -3.166 2.896 -7.598
H -1.469 2.772 -7.057
C -8.773 2.719 -8.028
S -7.403 3.244 -6.994
O -6.206 2.487 -7.455
C -7.973 2.439 -5.494
H -8.586 3.084 -9.035
H -8.829 1.631 -8.032
H -9.698 3.152 -7.648
H -8.084 1.370 -5.675
H -8.921 2.879 -5.186
H -7.224 2.609 -4.723
C -5.582 -1.913 4.778
S -3.924 -1.317 4.450
O -3.020 -1.921 5.478
C -4.221 0.383 4.941
H -5.596 -2.983 4.580
H -5.838 -1.726 5.821
H -6.281 -1.408 4.113
H -4.571 0.408 5.973
H -4.961 0.823 4.273
H -3.282 0.924 4.852
```

Results
max |F|: 0.017 hartree/bohr
E_LUMO: -3.6849 eV
total charge: +1
orbital gap: 6.25 eV